The following is a DFT calculation (ωB97M-V/def2-TZVPD) of a 7-piece molecular cluster, C23H46O28S6Si overall at a distorted geometry.

Properties
lowest unoccupied orbital energy = -0.0015 hartree
Kohn-Sham gap = 10.01 eV
spin multiplicity = 1
highest occupied orbital energy = -10.05 eV
SMILES = COCCCCCC[SiH2]CC(=O)OC(C)=O.O=S1(=O)OCCO1.O=S1(=O)OCCO1.O=S1(=O)OCCO1.O=S1(=O)OCCO1.O=S1(=O)OCCO1.O=S1(=O)OCCO1
molecular weight = 991.1 g/mol
ΔE to the lowest compared entry with this formula, charge and spin = 0.00 kJ/mol

Positions of all 104 atoms, in Å:
C 3.100 -1.322 -0.690
O 2.917 -0.436 -1.779
C 1.758 -0.686 -2.535
C 0.473 -0.262 -1.812
C 0.079 1.130 -2.279
C -1.240 1.650 -1.744
C -2.462 1.124 -2.508
C -3.733 1.223 -1.643
Si -5.191 0.202 -2.274
C -5.525 -1.214 -1.026
C -4.923 -2.472 -1.532
O -5.313 -3.089 -2.496
O -3.856 -2.917 -0.770
C -2.793 -3.498 -1.437
C -2.543 -3.177 -2.880
O -2.046 -4.228 -0.795
H 4.158 -1.441 -0.502
H 2.656 -0.915 0.209
H 2.684 -2.302 -0.908
H 1.721 -1.715 -2.894
H 1.860 -0.053 -3.409
H -0.304 -1.000 -1.996
H 0.653 -0.264 -0.744
H 0.867 1.801 -1.960
H 0.027 1.117 -3.363
H -1.242 2.727 -1.883
H -1.354 1.492 -0.680
H -2.297 0.102 -2.833
H -2.600 1.764 -3.371
H -4.011 2.265 -1.538
H -3.473 0.850 -0.657
H -6.396 1.055 -2.347
H -4.874 -0.382 -3.594
H -5.070 -0.926 -0.088
H -6.592 -1.345 -0.910
H -3.113 -2.352 -3.278
H -1.490 -2.940 -2.953
H -2.719 -4.064 -3.469
O -9.246 -4.001 1.470
S -8.368 -4.755 2.287
O -8.738 -5.175 3.585
O -6.964 -3.983 2.350
C -5.904 -4.831 1.890
C -6.570 -5.750 0.889
O -7.848 -6.033 1.473
H -5.502 -5.384 2.741
H -5.119 -4.226 1.443
H -6.023 -6.677 0.738
H -6.727 -5.255 -0.072
O -0.164 5.453 2.162
S -0.664 4.921 0.945
O -0.831 3.527 0.769
O 0.232 5.496 -0.243
C -0.583 6.177 -1.207
C -1.745 6.710 -0.392
O -2.025 5.659 0.549
H -0.911 5.457 -1.959
H -0.001 6.961 -1.681
H -2.628 6.904 -0.992
H -1.470 7.610 0.162
O 4.488 -0.775 2.090
S 5.459 -1.426 2.894
O 5.154 -1.883 4.195
O 6.769 -0.506 2.935
C 7.911 -1.236 2.466
C 7.336 -2.222 1.470
O 6.101 -2.639 2.068
H 8.375 -1.743 3.313
H 8.620 -0.549 2.015
H 7.974 -3.087 1.315
H 7.120 -1.747 0.511
O 1.662 4.040 -3.919
S 2.318 4.599 -2.793
O 1.872 5.815 -2.217
O 3.882 4.694 -3.116
C 4.644 3.977 -2.130
C 3.714 2.869 -1.680
O 2.422 3.502 -1.639
H 4.888 4.659 -1.314
H 5.558 3.600 -2.579
H 3.958 2.483 -0.695
H 3.681 2.045 -2.393
O 0.155 -7.606 4.043
S -0.240 -8.247 2.844
O -0.271 -9.658 2.733
O 0.622 -7.633 1.640
C -0.240 -7.090 0.629
C -1.471 -6.650 1.389
O -1.662 -7.676 2.375
H -0.472 -7.876 -0.092
H 0.256 -6.265 0.127
H -2.349 -6.576 0.756
H -1.308 -5.699 1.900
O 5.857 7.740 4.291
S 5.042 7.585 3.142
O 5.270 8.343 1.968
O 3.513 7.727 3.588
C 2.773 6.549 3.224
C 3.797 5.437 3.271
O 4.986 6.036 2.734
H 2.371 6.683 2.219
H 1.956 6.398 3.922
H 3.513 4.581 2.666
H 3.999 5.116 4.295

Forces on atoms 1 to 3 (eV/Å):
C -0.116 0.163 -0.128
O 0.497 -0.109 -0.113
C -0.273 0.355 0.134

The following is a DFT calculation (ωB97M-V/def2-TZVPD) of one molecule with the formula C4H8O.

Properties
lowest unoccupied orbital energy = 0.0270 hartree
Kohn-Sham gap = 9.30 eV
spin multiplicity = 1
highest occupied orbital energy = -8.57 eV
molecular weight = 72.1 g/mol
ΔE to the lowest compared entry with this formula, charge and spin = 314.54 kJ/mol

Positions of all 13 atoms, in Å:
C 0.817 -0.305 1.612
C 0.748 -0.322 0.084
C -0.436 0.511 -0.340
C -1.395 -0.354 -2.183
O -0.636 0.623 -1.769
H -0.059 -0.794 2.055
H 0.841 0.727 1.985
H 1.710 -0.814 1.980
H 1.667 0.080 -0.354
H 0.621 -1.347 -0.288
H -1.362 0.068 0.029
H -0.366 1.545 0.002
H -1.779 0.024 -3.149

Forces on atoms 1 to 3 (eV/Å):
C 0.050 0.001 0.086
C 0.056 0.026 -0.088
C 0.059 0.089 0.463

The following is a DFT calculation (ωB97M-V/def2-TZVPD) of C15H15BrFeN4O4S4Sb as an isolated structure.

Properties
lowest unoccupied orbital energy (spin up / spin down) = 0.1490 / 0.1490 hartree
Kohn-Sham gap (spin up / spin down) = 5.83 / 5.83 eV
spin multiplicity = 2
highest occupied orbital energy (spin up / spin down) = -1.77 / -1.78 eV
molecular weight = 701.1 g/mol
ΔE to the lowest compared entry with this formula, charge and spin = 0.00 kJ/mol
net charge = -2

Positions of all 45 atoms, in Å:
Fe -0.506 -1.193 0.837
N 0.711 -0.171 4.580
C 0.053 -0.346 3.397
O 0.680 -0.336 2.340
C -1.435 -0.528 3.426
C -1.963 -0.552 1.996
H 1.705 -0.328 4.545
H 0.236 -0.472 5.413
H -1.867 0.251 4.070
H -1.618 -1.494 3.906
H -2.214 0.451 1.643
H -2.839 -1.192 1.914
S -0.703 -5.765 -0.854
Sb -1.805 -4.186 0.387
S -0.267 -3.180 1.926
S -1.843 -2.095 -0.765
S -3.779 -4.761 1.369
N 3.500 1.949 -1.052
C 4.080 0.788 -1.426
O 5.232 0.726 -1.844
C 3.244 -0.438 -1.238
C 3.540 -1.602 -1.938
C 2.706 -2.694 -1.798
C 1.592 -2.597 -0.972
N 1.325 -1.487 -0.284
C 2.141 -0.444 -0.400
H 4.042 2.781 -1.203
H 2.500 2.040 -0.863
H 4.406 -1.616 -2.587
H 2.885 -3.619 -2.330
H 0.906 -3.430 -0.856
H 1.873 0.417 0.194
Br -5.155 1.748 -2.832
C -3.516 2.551 -2.311
C -3.292 3.881 -2.631
N -2.171 4.517 -2.304
C -1.245 3.821 -1.642
C -1.389 2.489 -1.279
C -2.561 1.828 -1.622
C -0.294 1.757 -0.511
O 0.766 2.381 -0.300
O -0.597 0.585 -0.201
H -4.044 4.446 -3.170
H -0.330 4.335 -1.377
H -2.689 0.785 -1.352

Forces on atoms 1 to 3 (eV/Å):
Fe 0.116 -0.024 0.022
N 0.004 -0.022 -0.038
C 0.008 0.057 0.068

The following is a DFT calculation (ωB97M-V/def2-TZVPD) of C11H29AlN3O4 as an isolated structure.

Properties
lowest unoccupied orbital energy = -0.3074 hartree
Kohn-Sham gap = 11.68 eV
spin multiplicity = 1
highest occupied orbital energy = -20.05 eV
molecular weight = 294.4 g/mol
ΔE to the lowest compared entry with this formula, charge and spin = 0.00 kJ/mol
net charge = +3

Positions of all 48 atoms, in Å:
Al -0.033 0.628 0.047
C -0.750 0.505 -2.922
O 0.255 0.749 -1.891
C 1.590 0.344 -2.317
C 2.576 0.856 -1.279
O 1.863 0.868 -0.015
C 2.660 0.893 1.196
C 1.698 1.233 2.327
O 0.389 0.718 1.952
C -0.480 0.480 3.102
H -0.303 0.664 -3.899
H -1.555 1.223 -2.790
H -1.113 -0.521 -2.849
H 1.794 0.790 -3.288
H 1.614 -0.742 -2.409
H 2.929 1.865 -1.487
H 3.432 0.187 -1.205
H 3.434 1.653 1.102
H 3.127 -0.082 1.324
H 1.617 2.306 2.505
H 2.014 0.751 3.249
H -0.679 1.422 3.611
H 0.010 -0.215 3.779
H -1.404 0.039 2.741
N -2.051 0.710 0.116
C -2.565 2.066 0.498
C -1.702 3.089 -0.212
N -0.274 2.717 0.040
H -2.417 0.475 -0.808
H -2.464 0.001 0.720
H -2.474 2.165 1.580
H -3.615 2.177 0.239
H -1.925 4.096 0.133
H -1.878 3.066 -1.287
H 0.001 3.124 0.933
H 0.316 3.186 -0.644
C 0.358 -4.754 0.259
N -0.222 -3.447 -0.109
C -1.457 -3.499 -0.901
C 0.339 -2.346 0.267
O -0.112 -1.179 -0.001
H -0.318 -5.269 0.938
H 1.325 -4.619 0.736
H 0.481 -5.351 -0.642
H -2.169 -4.150 -0.398
H -1.234 -3.919 -1.881
H -1.879 -2.507 -1.011
H 1.254 -2.446 0.852

Forces on atoms 1 to 3 (eV/Å):
Al 0.128 0.529 0.086
C -0.022 -0.132 -0.004
O 0.038 0.110 -0.134

The following is a DFT calculation (ωB97M-V/def2-TZVPD) of a 13-piece molecular cluster, H26O13 overall at a distorted geometry.

Properties
lowest unoccupied orbital energy = -0.0129 hartree
Kohn-Sham gap = 9.68 eV
spin multiplicity = 1
highest occupied orbital energy = -10.04 eV
molecular weight = 234.2 g/mol
ΔE to the lowest compared entry with this formula, charge and spin = 161.26 kJ/mol

Positions of all 39 atoms, in Å:
O 1.233 -1.743 1.932
H 0.789 -2.279 2.598
H 1.227 -2.293 1.119
O -2.345 -0.544 -0.293
H -2.989 -0.317 -0.975
H -2.388 0.189 0.343
O -1.224 3.393 0.241
H -0.278 3.220 0.137
H -1.343 3.568 1.179
O 1.329 -0.416 -2.536
H 0.894 -0.569 -1.674
H 2.120 -0.962 -2.514
O 1.782 2.826 -1.225
H 2.474 2.831 -1.893
H 2.161 2.328 -0.486
O -0.653 1.523 -2.775
H 0.135 0.968 -2.648
H -0.431 2.352 -2.341
O 3.357 0.466 0.229
H 2.675 -0.026 -0.254
H 4.124 0.464 -0.354
O 0.394 1.518 2.505
H 0.117 2.422 2.694
H 1.029 1.304 3.200
O -2.767 -2.736 1.692
H -2.504 -2.593 2.606
H -2.414 -1.970 1.217
O -2.233 0.327 1.857
H -2.699 1.126 2.122
H -1.293 0.517 2.026
O 1.150 -2.816 -0.531
H 0.412 -2.697 -1.173
H 1.683 -3.547 -0.859
O 0.393 0.134 0.010
H 0.487 0.660 0.813
H -0.443 -0.332 0.121
O -1.049 -2.369 -1.959
H -1.232 -1.963 -2.814
H -1.683 -1.964 -1.335

Forces on atoms 1 to 3 (eV/Å):
O -0.131 -0.277 0.379
H 0.102 -0.045 -0.055
H -0.091 0.414 0.153

The following is a DFT calculation (ωB97M-V/def2-TZVPD) of C43H48ClN5O4SSiTa as an isolated structure at a distorted geometry.

Properties
lowest unoccupied orbital energy = -0.3398 hartree
Kohn-Sham gap = 6.58 eV
spin multiplicity = 1
highest occupied orbital energy = -15.82 eV
molecular weight = 975.4 g/mol
ΔE to the lowest compared entry with this formula, charge and spin = 27.58 kJ/mol
net charge = +3

Positions of all 104 atoms, in Å:
Ta 0.637 1.244 1.105
C -1.198 3.546 4.671
C -1.996 4.468 4.016
C -1.810 4.679 2.655
C -0.830 3.957 1.997
N -0.074 3.041 2.629
C -0.258 2.844 3.933
C -0.480 4.155 0.569
C -0.898 5.236 -0.189
C -0.382 5.399 -1.467
C 0.599 4.533 -1.927
C 0.991 3.482 -1.117
N 0.400 3.264 0.073
C 2.150 2.603 -1.385
C 2.921 2.661 -2.533
C 4.058 1.871 -2.616
C 4.388 1.046 -1.551
C 3.551 1.019 -0.452
N 2.455 1.782 -0.365
H -1.298 3.368 5.731
H -2.753 5.022 4.553
H -2.423 5.395 2.129
H 0.378 2.106 4.406
H -1.587 5.961 0.217
H -0.702 6.231 -2.079
H 1.069 4.702 -2.884
H 2.655 3.316 -3.349
H 4.680 1.904 -3.500
H 5.271 0.425 -1.570
H 3.750 0.357 0.381
Cl -5.581 -2.269 2.938
C -4.301 -1.241 2.440
C -4.545 -0.219 1.521
C -3.520 0.608 1.091
C -2.241 0.393 1.566
O -1.219 1.180 1.171
C -1.975 -0.617 2.501
C -0.696 -0.777 3.115
N 0.405 -0.150 2.830
C 1.555 -0.370 3.656
C 1.727 -1.361 4.589
C 2.885 -1.387 5.396
C 3.842 -0.417 5.286
C 3.699 0.605 4.318
C 4.618 1.662 4.154
C 4.388 2.622 3.201
C 3.278 2.495 2.365
N 2.403 1.500 2.469
C 2.569 0.589 3.478
C -3.031 -1.427 2.946
H -5.551 -0.069 1.153
H -3.708 1.416 0.403
H -0.680 -1.476 3.947
H 0.995 -2.143 4.730
H 2.996 -2.181 6.120
H 4.711 -0.419 5.929
H 5.490 1.713 4.792
H 5.059 3.457 3.067
H 3.107 3.213 1.575
H -2.852 -2.199 3.682
C -3.707 0.550 -2.732
C -2.346 -0.054 -3.027
C -2.435 -0.991 -4.219
C -1.294 1.027 -3.233
O -1.964 -0.808 -1.827
Si -0.721 -1.780 -1.558
S 0.772 -0.536 -0.304
O -0.989 -2.995 -0.556
C -1.733 -4.253 -0.805
C -0.898 -5.368 -0.207
C -1.917 -4.430 -2.303
C -3.069 -4.124 -0.106
O 0.167 -1.977 -2.857
C 1.414 -2.589 -3.314
C 1.923 -3.555 -2.259
C 2.389 -1.445 -3.544
C 1.084 -3.306 -4.611
H -4.134 0.964 -3.644
H -3.633 1.355 -2.002
H -4.385 -0.215 -2.356
H -2.677 -0.413 -5.110
H -3.230 -1.723 -4.074
H -1.496 -1.511 -4.395
H -1.592 1.698 -4.038
H -0.331 0.585 -3.493
H -1.183 1.613 -2.316
H 0.040 -5.493 -0.743
H -1.444 -6.309 -0.260
H -0.676 -5.158 0.839
H -0.955 -4.467 -2.814
H -2.517 -3.621 -2.724
H -2.437 -5.365 -2.510
H -2.923 -4.016 0.966
H -3.671 -5.016 -0.278
H -3.616 -3.261 -0.484
H 2.156 -3.040 -1.324
H 2.830 -4.042 -2.613
H 1.186 -4.328 -2.057
H 2.517 -0.868 -2.626
H 2.026 -0.785 -4.331
H 3.360 -1.837 -3.845
H 0.366 -4.106 -4.440
H 1.986 -3.745 -5.034
H 0.667 -2.611 -5.340

Forces on atoms 1 to 3 (eV/Å):
Ta 1.168 0.252 -0.110
C 0.020 0.025 -0.034
C 0.018 -0.031 0.006

The following is a DFT calculation (ωB97M-V/def2-TZVPD) of C30H55Al2Cl6N10 as an isolated structure at a distorted geometry.

Properties
lowest unoccupied orbital energy = -0.6199 hartree
Kohn-Sham gap = 2.40 eV
spin multiplicity = 1
highest occupied orbital energy = -19.27 eV
molecular weight = 822.5 g/mol
net charge = +5

Positions of all 103 atoms, in Å:
Al 3.673 -2.593 -3.481
Al -1.705 -3.556 -2.452
C 4.181 -1.682 3.705
C 3.355 -2.883 4.323
N 2.457 -3.623 3.421
C 1.667 -3.086 2.381
C 1.051 -4.229 1.773
N 1.293 -5.321 2.565
C 2.274 -4.996 3.477
C 0.789 -6.651 2.206
H 4.939 -1.244 4.355
H 3.413 -0.911 3.647
H 4.647 -1.914 2.747
H 2.727 -2.609 5.171
H 4.078 -3.563 4.775
H 1.731 -2.048 2.089
H 0.581 -4.384 0.812
H 2.703 -5.640 4.231
H 1.579 -7.369 2.427
H 0.487 -6.734 1.162
H -0.037 -6.925 2.862
C 5.953 1.133 2.126
C 4.401 1.124 1.802
N 4.025 2.392 1.113
C 3.806 3.677 1.611
C 3.449 4.529 0.592
N 3.549 3.778 -0.573
C 3.800 2.448 -0.236
C 3.237 4.281 -1.903
H 6.574 1.922 1.700
H 6.422 0.272 1.650
H 6.067 1.102 3.210
H 3.906 1.147 2.773
H 4.103 0.219 1.272
H 3.874 3.857 2.673
H 3.158 5.568 0.642
H 3.913 1.591 -0.884
H 3.035 5.345 -2.028
H 2.478 3.622 -2.326
H 4.145 4.121 -2.484
C -4.662 3.427 -9.022
C -5.045 2.518 -7.812
N -3.861 1.787 -7.356
C -3.389 0.633 -7.924
C -2.315 0.189 -7.131
N -2.094 1.060 -6.065
C -3.014 2.076 -6.245
C -1.133 0.843 -5.046
H -5.331 4.288 -9.046
H -4.868 2.917 -9.963
H -3.688 3.867 -8.809
H -5.862 1.858 -8.103
H -5.341 3.178 -6.997
H -3.850 0.127 -8.759
H -1.735 -0.720 -7.193
H -3.036 2.946 -5.605
H -1.571 0.166 -4.313
H -0.958 1.794 -4.542
H -0.226 0.455 -5.508
C -4.096 5.231 1.997
C -3.221 3.902 2.062
N -2.508 3.504 0.840
C -3.007 3.770 -0.438
C -2.113 3.307 -1.316
N -1.037 2.736 -0.649
C -1.280 2.841 0.691
C 0.198 2.187 -1.201
H -3.485 6.100 1.755
H -4.429 5.596 2.968
H -4.950 5.119 1.330
H -3.828 3.029 2.300
H -2.520 4.061 2.882
H -3.943 4.292 -0.567
H -2.034 3.315 -2.393
H -0.531 2.576 1.423
H 0.187 2.139 -2.290
H 0.146 1.165 -0.825
H 1.029 2.770 -0.803
C -1.673 -4.799 6.451
C -0.663 -4.547 5.264
N -1.251 -3.757 4.200
C -2.415 -4.110 3.534
C -2.854 -3.007 2.815
N -1.895 -2.010 2.979
C -0.913 -2.470 3.866
C -1.791 -0.773 2.360
H -1.298 -5.182 7.401
H -2.427 -5.504 6.099
H -2.137 -3.833 6.649
H -0.397 -5.507 4.821
H 0.305 -4.142 5.559
H -2.973 -5.021 3.692
H -3.730 -2.762 2.233
H -0.094 -1.879 4.250
H -2.705 -0.498 1.834
H -0.961 -0.690 1.658
H -1.712 -0.080 3.198
Cl 3.406 0.945 -3.765
Cl 1.046 -1.830 -1.186
Cl -2.524 -0.369 -1.070
Cl 1.178 -5.522 -2.014
Cl 0.419 -2.597 -5.095
Cl 5.675 -1.270 -0.984

Forces on atoms 1 to 3 (eV/Å):
Al -0.546 1.418 0.662
Al 1.288 0.707 -0.274
C -1.949 -0.447 0.427

The following is a DFT calculation (ωB97M-V/def2-TZVPD) of a 7-piece molecular cluster, C4H23N2O6 overall at a distorted geometry.

Properties
lowest unoccupied orbital energy = -0.1013 hartree
Kohn-Sham gap = 8.69 eV
spin multiplicity = 1
highest occupied orbital energy = -11.45 eV
molecular weight = 195.2 g/mol
ΔE to the lowest compared entry with this formula, charge and spin = 37.12 kJ/mol
net charge = +1

Positions of all 35 atoms, in Å:
C 3.143 1.353 -2.189
C 2.578 0.095 -1.535
C 1.068 0.146 -1.308
C 0.184 0.709 -2.133
N -1.181 0.690 -1.914
N 0.595 -0.390 -0.020
H 2.589 2.277 -2.032
H 3.113 1.292 -3.284
H 4.196 1.361 -1.927
H 2.728 -0.825 -2.105
H 3.022 -0.018 -0.544
H 0.496 0.856 -3.161
H -1.469 0.989 -0.997
H -1.749 0.917 -2.709
H 0.881 0.165 0.799
H -0.435 -0.417 -0.006
H 0.877 -1.361 0.114
H 1.049 2.300 2.509
H 2.435 2.179 2.059
O 1.550 2.219 1.688
H -1.073 1.698 3.300
H -0.901 0.093 3.236
O -0.652 0.948 2.876
H -1.198 -4.253 -1.662
H -0.368 -4.854 -0.378
O -0.645 -4.098 -0.897
H -3.201 -0.806 0.194
H -2.698 0.340 1.111
O -2.407 -0.374 0.525
H -1.419 2.525 1.138
H -2.805 2.999 1.229
O -2.225 2.545 0.600
H -0.937 -3.805 2.841
H -1.067 -3.408 1.323
O -0.570 -3.280 2.124

Forces on atoms 1 to 3 (eV/Å):
C 0.195 -0.666 -1.292
C -1.731 0.089 0.535
C 0.988 0.854 0.014